## 1
C3H6N2O2 | the ωB97M-V functional and the def2-TZVPD basis

The geometry in ORCA input format:
```
! RIJCOSX wB97M-V def2-TZVPD def2/J DEFGRID3
* xyz 0 1
C -1.56165 -0.48832 -1.52625
C -0.28299 -0.35477 -1.08855
C 0.02296 0.61534 -0.16336
N 0.71461 -0.28099 2.16502
N 1.32502 0.89516 0.03723
O 0.86233 -0.65281 3.29438
O -0.36540 -0.47784 1.44022
H -1.90572 -1.26813 -2.12168
H -2.16379 0.20325 -1.07184
H 0.53315 -0.93512 -1.65793
H -0.66482 1.43784 0.13471
H 1.59750 1.12303 0.98011
H 1.88879 0.18337 -0.42207
*
```

HOMO level (alpha / beta): -8.5 / -8.5 eV
Frontier orbital gap (alpha / beta): 8.26 / 8.26 eV
LUMO energy (alpha / beta): -0.214 / -0.214 eV

---

## 2
C3H6N2O2 | the ωB97M-V functional and the def2-TZVPD basis

The geometry in ORCA input format:
```
! RIJCOSX wB97M-V def2-TZVPD def2/J DEFGRID3
* xyz 0 1
N -1.48353 0.81732 -0.21271
C -1.38118 -0.12994 0.75068
O -2.31425 -0.49900 1.44433
C -0.02109 -0.79696 0.97399
O 1.16201 0.01010 0.91862
C 1.68751 0.33819 -0.26151
N 1.08595 0.21982 -1.37238
H -2.42445 1.13042 -0.40309
H -0.78599 0.84424 -0.94957
H 0.08652 -1.64186 0.28396
H -0.07011 -1.16811 1.99726
H 2.70062 0.72491 -0.11711
H 1.68032 0.53390 -2.13458
*
```

SMILES: [H]/N=C/OCC(N)=O
HOMO level: -9.8 eV
Frontier orbital gap: 10.56 eV
LUMO energy: 0.783 eV

---

## 3
C3H6N2O2 | the ωB97M-V functional and the def2-TZVPD basis

The geometry in ORCA input format:
```
! RIJCOSX wB97M-V def2-TZVPD def2/J DEFGRID3
* xyz 0 1
O -1.86410 -0.06924 -0.65392
C -0.67996 0.00528 -0.43661
N 0.12763 0.67567 -1.37539
C 1.48671 0.52787 -1.48687
O 2.17758 1.09715 -2.29051
C -0.15551 -0.07180 1.00671
N -0.82178 -1.12049 1.70881
H -0.34624 1.25402 -2.05489
H 1.87680 -0.19806 -0.79935
H 0.91641 -0.20729 1.04649
H -0.48929 0.91969 1.33196
H -0.43552 -1.57337 2.50970
H -1.79272 -1.23943 1.49385
*
```

SMILES: NCC(=O)NC=O
HOMO level: -9.3 eV
Frontier orbital gap: 9.88 eV
LUMO energy: 0.568 eV

---

## 4
C3H6N2O2 | the ωB97M-V functional and the def2-TZVPD basis

The geometry in ORCA input format:
```
! RIJCOSX wB97M-V def2-TZVPD def2/J DEFGRID3
* xyz 0 1
N 0.77434 0.18971 0.05598
N 1.93579 0.23583 -0.68551
C -0.06917 -1.09801 0.54781
C -0.18280 1.08486 0.10429
C -1.38484 0.31176 0.32093
O -2.01736 -0.22667 -0.80016
O -0.25125 -2.09553 -0.14565
H -1.67777 -1.14319 -0.92546
H 2.10739 1.16192 -1.06185
H 2.71941 -0.09206 -0.13090
H 0.13954 -1.13147 1.62530
H -0.00524 2.15752 0.01483
H -2.08803 0.64531 1.08039
*
```

HOMO level: -8.3 eV
Frontier orbital gap: 8.50 eV
LUMO energy: 0.154 eV

---

The most stable structure shown above is 2; the least stable is 1.